Entry from the OMol25 dataset: a structure of composition C17H33OY (ωB97M-V/def2-TZVPD).

```
! RIJCOSX wB97M-V def2-TZVPD def2/J DEFGRID3
* xyz 2 1
C -0.3873 -0.6132 -2.7942
H -1.1540 -1.4031 -2.5362
H -0.7239 0.2699 -3.3377
H -2.2206 -0.6023 0.6472
C 1.0155 -1.0002 -2.6026
H 1.6682 -0.1962 -2.2537
H 1.0438 -1.7919 -1.8207
C 1.5472 -1.5172 -3.9483
H 2.5618 -1.9339 -3.8339
H 0.8526 -2.2976 -4.2690
H 1.5232 -0.6876 -4.6550
C 0.0862 1.7620 1.2464
C 1.1831 1.9983 0.3847
C 0.6872 2.3008 -0.9108
C -0.7307 2.2922 -0.8515
C -1.1096 1.9331 0.4862
C -2.4945 1.6838 0.9672
C -1.6383 2.5539 -1.9964
C 1.4900 2.6847 -2.1021
C 2.6087 2.0713 0.8045
C 0.1634 1.4500 2.6940
Y -0.8156 -0.4892 -0.4838
H -2.6258 2.1140 -1.8253
H -1.7782 3.6288 -2.1903
H -1.2394 2.1212 -2.9206
H -3.1649 1.4724 0.1205
H -2.5182 0.7912 1.6190
H -2.9183 2.5172 1.5518
H 1.0748 0.8805 2.9276
H 0.1698 2.3541 3.3305
H -0.7005 0.8463 2.9997
H 3.2930 1.9577 -0.0519
H 2.8563 3.0366 1.2886
H 2.8588 1.2797 1.5299
H 1.1179 2.1848 -3.0030
H 1.4480 3.7679 -2.2976
H 2.5442 2.4075 -1.9954
C -2.4141 -2.9136 1.3135
C -1.4069 -2.1274 2.1489
O -0.2393 -1.7736 1.3488
C 1.0733 -2.4219 1.5694
C 1.2713 -3.0179 2.9425
H -2.8219 -2.3340 0.4551
H -3.2639 -3.1997 1.9516
H -1.9540 -3.8371 0.9197
H -1.8332 -1.1533 2.4493
H -1.0375 -2.6885 3.0108
H 1.1544 -3.1745 0.7740
H 1.8185 -1.6341 1.3630
H 0.7130 -3.9452 3.0623
H 2.3237 -3.2707 3.0185
H 1.0428 -2.3356 3.7549
*
```

Properties
ΔE to the lowest compared entry with this formula, charge and spin (eV): 5.593
Strongest force on any atom (eV/A): 2.91

Atom charges from the Löwdin analysis, given in e for atoms 1 to 6: number 1, C, carries -0.094; number 2, H, carries 0.096; number 3, H, carries 0.086; number 4, H, carries -0.050; number 5, C, carries -0.349; number 6, H, carries 0.108

Entry from the OMol25 dataset: a structure of composition H28O14Rb (ωB97M-V/def2-TZVPD).

```
! RIJCOSX wB97M-V def2-TZVPD def2/J DEFGRID3
* xyz 1 1
Rb -0.6081 0.2689 0.3337
O 1.1765 2.9182 0.3509
H 1.7139 3.0140 -0.4353
H 0.7987 3.7865 0.4907
O -2.9552 0.5761 2.5208
H -3.1656 -0.0792 1.8556
H -3.1169 0.1331 3.3537
O 0.5285 -3.0972 -2.2839
H 1.3216 -2.5613 -2.2754
H 0.5374 -3.5523 -1.4419
O 1.7674 -0.3062 -1.3526
H 2.5754 -0.1966 -0.8512
H 2.0411 -0.7523 -2.1541
O 4.1477 0.2076 -0.0344
H 4.9832 0.2593 -0.4986
H 4.0849 1.0368 0.4397
O 1.4785 -0.8667 2.0288
H 1.9088 -0.7437 2.8749
H 1.9769 -1.5656 1.6054
O 3.5978 -2.2662 1.2438
H 3.9765 -1.4790 0.8525
H 4.2749 -2.5877 1.8391
O -3.9593 -1.3284 0.5220
H -3.8502 -2.1302 1.0334
H -4.9057 -1.1872 0.4960
O -2.4900 2.7112 0.8316
H -2.7599 2.1629 1.5683
H -2.8291 3.5810 1.0430
O -2.2763 -0.3881 -1.7308
H -2.5960 0.4596 -2.0399
H -3.0649 -0.8570 -1.4579
O -2.1635 -4.6923 -1.4398
H -1.5051 -4.0214 -1.6203
H -1.9393 -5.4131 -2.0283
O 2.9064 1.8445 -3.8808
H 2.3864 1.1840 -3.4231
H 3.3002 1.3735 -4.6151
O -2.6942 2.3256 -1.9265
H -2.6190 3.1880 -2.3351
H -2.5504 2.4884 -0.9943
O 0.2655 2.5664 4.4882
H 0.7263 1.8482 4.0543
H -0.4259 2.1378 4.9927
*
```

Properties
E_tot (eV): -29772.1473
Strongest force on any atom (eV/A): 1.25

Atom charges from the Löwdin analysis, given in e for atoms 1 to 6: number 1, Rb, carries 1.078; number 2, O, carries -0.079; number 3, H, carries 0.039; number 4, H, carries 0.046; number 5, O, carries -0.066; number 6, H, carries -0.016

Entry from the OMol25 dataset: the ion C17H29O2Si with charge +1 (ωB97M-V/def2-TZVPD).

```
! RIJCOSX wB97M-V def2-TZVPD def2/J DEFGRID3
* xyz 1 1
C 2.1001 1.1772 3.5015
O 0.7839 1.2989 2.9425
C 0.1843 0.4559 2.0056
C -1.2977 0.7850 2.1381
C -2.1802 -0.2729 2.3135
C -3.5155 -0.0571 2.6340
C -3.9900 1.2391 2.8654
C -5.3725 1.5401 3.3424
C -3.1447 2.3131 2.5509
C -1.7952 2.1044 2.2608
H 2.3556 2.2292 3.6907
H 2.0114 0.6345 4.4697
H 2.8671 0.7000 2.8319
H 0.4740 -0.5906 2.1624
H -1.7585 -1.2805 2.3269
H -4.2195 -0.8813 2.7828
H -5.4690 2.6226 3.4342
H -6.1382 1.2035 2.6524
H -5.5579 1.0472 4.2929
H -3.5543 3.3277 2.6241
H -1.1288 2.9647 2.2829
C 3.7371 0.7390 -1.2755
C 3.0400 -0.5054 -0.6821
C 3.4491 -1.6877 -1.5841
C 1.5798 -0.1631 -0.6450
C 0.8022 0.6306 0.3215
O 0.9239 -0.4241 -1.7756
Si 0.1636 -1.2678 -3.0100
C -1.0597 -0.1278 -3.7923
C 1.3702 -1.7469 -4.3238
C -0.6859 -2.7103 -2.2347
H 3.4552 1.6845 -0.7708
H 4.8447 0.6599 -1.2837
H 3.4107 0.7390 -2.3470
H 3.3981 -0.6798 0.3453
H 2.8284 -2.5868 -1.4657
H 3.4260 -1.3223 -2.6301
H 4.4995 -1.9415 -1.3744
H -0.2748 0.7001 -0.0296
H 1.2060 1.7520 0.5411
H -1.7018 -0.7372 -4.4422
H -1.6910 0.3839 -3.0617
H -0.5643 0.6319 -4.4053
H 0.8164 -2.3070 -5.0879
H 1.7990 -0.8664 -4.8142
H 2.1940 -2.3826 -3.9937
H -1.2685 -3.1934 -3.0337
H 0.0177 -3.4348 -1.8123
H -1.3701 -2.3965 -1.4382
*
```

Properties
ΔE to the lowest compared entry with this formula, charge and spin (eV): 1.160
Strongest force on any atom (eV/A): 4.12

Atom charges from the Löwdin analysis, given in e for atoms 1 to 6: number 1, C, carries -0.044; number 2, O, carries -0.176; number 3, C, carries -0.207; number 4, C, carries -0.200; number 5, C, carries -0.038; number 6, C, carries -0.026

Entry from the OMol25 dataset: a structure of composition C19H57O23PS6Si2 (ωB97M-V/def2-TZVPD).

```
! RIJCOSX wB97M-V def2-TZVPD def2/J DEFGRID3
* xyz 0 1
O -5.0915 1.9038 2.6303
P -4.4013 0.4497 2.5841
O -5.1112 -0.3689 1.2107
O -4.7330 -0.2910 4.1248
C -2.5086 0.7334 2.2772
Si -1.4562 -0.8873 2.5916
O -1.6837 -2.0612 1.2562
O 0.2965 -0.5340 2.7222
Si 0.6983 0.9442 1.8584
H -4.9410 0.2521 0.4296
H -4.1463 0.0943 4.8646
H -2.2083 1.6222 2.9831
H -2.4207 1.0503 1.1360
H -1.7996 -1.5193 3.8915
H -0.7687 -2.5066 1.1978
H -0.0760 1.1070 0.6299
H 2.1566 1.0538 1.6560
H 0.3451 2.0591 2.7745
O -0.7206 -1.4598 -2.5847
S -1.0903 -2.8568 -2.5019
O -0.3391 -3.8058 -1.7074
O -1.2549 -3.4526 -4.0102
C -0.1797 -3.2989 -4.9253
C 0.9175 -4.3130 -4.6642
C -2.7996 -2.9625 -2.0354
H 0.2117 -2.2763 -4.8997
H -0.5875 -3.4633 -5.9277
H 1.4156 -4.1165 -3.7100
H 1.6733 -4.2770 -5.4543
H 0.5058 -5.3262 -4.6112
H -3.3827 -2.2965 -2.6739
H -2.8854 -2.6515 -0.9919
H -3.1332 -3.9967 -2.1440
O 2.5292 4.6687 2.6429
S 2.7338 5.6183 1.5697
O 2.2774 5.3636 0.2196
O 4.3098 6.0310 1.5194
C 5.2825 4.9997 1.4335
C 5.3966 4.4642 0.0190
C 2.1087 7.1975 2.0854
H 5.0637 4.1963 2.1449
H 6.2408 5.4392 1.7278
H 4.4878 3.9295 -0.2734
H 6.2390 3.7712 -0.0653
H 5.5349 5.2815 -0.6962
H 2.5005 7.4263 3.0780
H 1.0187 7.1357 2.1178
H 2.4170 7.9542 1.3610
O 1.4295 -8.4071 -4.3729
S 2.1972 -9.4024 -3.6550
O 1.7676 -10.7814 -3.5560
O 2.5181 -8.8461 -2.1569
C 1.4379 -8.4041 -1.3476
C 0.6927 -9.5738 -0.7337
C 3.8650 -9.3759 -4.2619
H 0.7615 -7.7586 -1.9177
H 1.8676 -7.7940 -0.5468
H 0.1667 -10.1509 -1.5003
H -0.0465 -9.2230 -0.0075
H 1.3863 -10.2575 -0.2337
H 4.2192 -8.3438 -4.2791
H 3.8636 -9.7886 -5.2732
H 4.4889 -9.9910 -3.6101
O 0.8656 9.0782 3.7615
S 0.2060 10.3351 4.0451
O 0.8576 11.3967 4.7829
O -1.2403 10.0321 4.7330
C -1.2875 9.2003 5.8832
C -0.8736 9.9577 7.1304
C -0.4107 11.0062 2.5220
H -0.6743 8.3038 5.7423
H -2.3244 8.8676 5.9945
H 0.1881 10.2203 7.0967
H -1.0442 9.3518 8.0252
H -1.4352 10.8932 7.2214
H -0.9591 10.2279 1.9885
H 0.4438 11.3371 1.9275
H -1.0592 11.8557 2.7461
O -8.6600 5.3173 4.8856
S -9.1032 3.9599 5.1231
O -8.2380 2.9601 5.7131
O -9.7330 3.3584 3.7453
C -8.9500 3.4025 2.5613
C -7.9094 2.2992 2.5455
C -10.6149 4.0130 6.0518
H -8.4859 4.3866 2.4364
H -9.6352 3.2598 1.7197
H -7.1487 2.4652 3.3143
H -7.4061 2.2563 1.5751
H -8.3699 1.3274 2.7510
H -11.2982 4.7184 5.5757
H -10.3782 4.3460 7.0648
H -11.0479 3.0110 6.0814
O 5.7511 -7.6346 -5.5595
S 5.9556 -6.6850 -6.6327
O 5.4993 -6.9396 -7.9829
O 7.5317 -6.2722 -6.6830
C 8.5044 -7.3035 -6.7690
C 8.6185 -7.8391 -8.1834
C 5.3306 -5.1058 -6.1171
H 8.2856 -8.1070 -6.0576
H 9.4627 -6.8641 -6.4746
H 7.7097 -8.3738 -8.4759
H 9.4608 -8.5320 -8.2677
H 8.7568 -7.0218 -8.8986
H 5.7224 -4.8769 -5.1245
H 4.2406 -5.1675 -6.0847
H 5.6389 -4.3490 -6.8414
*
```

Properties
E_tot (eV): -157775.4084
Strongest force on any atom (eV/A): 6.78

Atom charges from the Löwdin analysis, given in e for atoms 1 to 6: number 1, O, carries -0.408; number 2, P, carries 0.701; number 3, O, carries -0.224; number 4, O, carries -0.227; number 5, C, carries -0.350; number 6, Si, carries 0.489